[1]
{
  "formula": "C33H21F6IN4O13S2TeW",
  "method": "ωB97M-V with the def2-TZVPD basis set",
  "elements": ["S", "N", "C", "N", "C", "C", "H", "N", "H", "H", "C", "C", "H", "C", "C", "H", "C", "O", "H", "H", "O", "C", "C", "F", "C", "C", "O", "C", "H", "O", "H", "O", "H", "C", "H", "O", "I", "H", "O", "C", "C", "C", "N", "H", "H", "C", "H", "H", "F", "H", "O", "C", "F", "H", "O", "C", "O", "C", "C", "O", "F", "C", "C", "C", "C", "O", "C", "C", "H", "F", "C", "H", "C", "W", "C", "S", "H", "F", "C", "O", "C", "Te"],
  "coordinates": [[-3.06290, -1.39155, 1.89344], [-2.29999, -2.73197, 2.04049], [3.07435, -1.19974, 0.63254], [-1.30613, -4.03544, -5.52810], [3.73038, -3.40465, -0.06207], [-1.20106, 1.68509, 3.19826], [2.43061, -1.55181, -2.69505], [-0.80546, 1.82082, 1.91483], [-1.05687, 5.16424, 1.59988], [3.08451, -3.03675, -4.58039], [4.63198, -2.85397, -0.96034], [1.06417, -3.53867, -5.07809], [3.63228, -4.47908, 0.02464], [3.47106, 2.19965, 2.99612], [2.95741, -2.57997, 0.74533], [5.24330, -3.49872, -1.57884], [-3.05843, 2.54062, -2.73711], [0.04277, 4.21666, -0.52793], [-2.90095, 2.76613, -3.78195], [2.27128, -3.02106, 1.45985], [-0.00222, -3.53695, 2.68806], [-1.64319, 2.77456, 3.92719], [4.18866, 3.38722, 3.03682], [-5.23876, -2.75874, 1.44655], [4.35477, 4.13635, 1.88184], [3.80855, 3.69756, 0.68397], [-3.66427, -0.84641, 3.05582], [-2.12697, 1.78934, -2.04902], [-2.38936, 4.89319, 4.89132], [0.82514, -0.34955, -1.20459], [3.92973, 4.28334, -0.21784], [-1.24854, 0.41611, 5.16308], [2.66310, 2.18201, -0.29931], [-0.65523, -2.52691, -3.70085], [4.61383, 3.72562, 3.97264], [0.23808, 1.99573, -0.42488], [-5.94170, 3.36266, 0.38649], [5.46895, -1.03875, -1.74666], [-2.46354, -3.82366, -5.23348], [-4.47650, -1.87746, 0.81595], [-1.06663, 0.33663, 3.95528], [3.09039, 2.51097, 0.63512], [-2.27605, 1.47832, -0.75909], [1.31244, -4.19381, -5.89980], [-1.69891, -2.40662, -3.44966], [-0.26450, -3.34153, -4.74316], [3.33810, 1.62011, 3.90161], [-3.43060, 1.66495, 0.94049], [0.26182, -4.67105, 0.01147], [4.90943, 5.06516, 1.91489], [-0.20914, -1.90360, 0.85084], [-0.04293, -1.02055, -1.84080], [-4.04506, -2.39901, -0.32415], [4.07684, 0.42921, -0.35470], [-0.93865, -4.74822, -6.43930], [-0.73494, 3.07449, 1.40940], [-2.08398, 5.13205, 4.00765], [-4.31820, 2.69627, -0.72461], [-1.65004, 4.03774, 3.36288], [-0.70471, -0.62815, 3.24118], [-1.58780, -5.35902, 0.90973], [-0.96248, -4.30931, 0.39613], [-4.17932, 3.00484, -2.06742], [2.91871, 1.76121, 1.79565], [3.97249, -0.64293, -0.26807], [-1.23046, -0.94098, -1.41673], [-1.14343, 4.19669, 2.07275], [2.04082, -2.88832, -4.33935], [-1.93945, 2.57919, 4.95059], [-5.19504, -0.78553, 0.54789], [-0.11617, 3.16867, 0.04522], [-1.22274, 1.43912, -2.52533], [1.68098, -2.05494, -3.29209], [-0.54521, 0.28715, 0.31355], [0.33710, -1.87560, -2.98051], [-0.80379, -2.97704, 1.66063], [-4.92432, 3.59961, -2.57805], [-1.63306, -3.87357, -0.66541], [4.75732, -1.47405, -1.05597], [-2.40192, -0.42970, 0.96988], [-3.34811, 1.92797, -0.10528], [1.81835, -0.04189, 1.88807]],
  "atomic_forces_ev_per_a": [[-0.06, -0.07, -0.14], [0.03, 0.07, 0.01], [-0.04, 0.08, -0.03], [-0.02, 0.17, -0.16], [-0.02, 0.00, 0.02], [-0.08, 0.03, -0.05], [0.01, 0.00, 0.00], [0.07, -0.10, 0.06], [0.01, -0.01, -0.01], [0.00, 0.00, 0.00], [0.00, 0.01, -0.02], [0.00, 0.00, 0.00], [0.00, 0.00, 0.00], [-0.05, 0.02, 0.01], [-0.03, -0.03, 0.00], [0.00, 0.00, 0.00], [-0.01, 0.01, 0.00], [-0.02, 0.01, -0.02], [0.00, 0.00, 0.00], [0.03, 0.01, -0.01], [0.00, 0.01, -0.03], [0.01, 0.01, 0.00], [0.00, 0.00, 0.00], [0.01, 0.00, -0.01], [0.01, 0.00, 0.01], [-0.02, -0.01, -0.03], [0.08, 0.02, 0.01], [0.01, 0.00, -0.01], [0.00, 0.00, 0.00], [0.03, 0.04, 0.01], [0.00, 0.00, 0.00], [-0.11, -0.01, 0.05], [-0.11, 0.00, -0.08], [0.01, 0.00, 0.00], [0.00, 0.00, 0.00], [0.13, -0.07, 0.18], [0.01, 0.00, 0.00], [0.00, 0.00, 0.00], [0.01, -0.06, 0.06], [-0.01, -0.01, -0.01], [0.22, 0.00, -0.02], [0.01, 0.04, 0.08], [0.15, -0.08, 0.08], [0.00, 0.00, 0.00], [0.00, 0.00, 0.00], [0.00, -0.05, 0.04], [0.00, -0.01, 0.00], [0.00, 0.00, -0.01], [0.00, 0.01, 0.00], [0.00, 0.00, 0.00], [0.12, 0.19, 0.00], [0.01, -0.09, 0.07], [0.01, 0.00, 0.00], [0.02, -0.01, -0.01], [0.01, -0.06, 0.07], [-0.03, -0.01, 0.03], [0.00, 0.00, 0.00], [-0.01, 0.01, 0.00], [0.00, 0.02, 0.02], [-0.21, -0.08, -0.07], [0.01, 0.00, 0.00], [-0.02, -0.01, 0.00], [0.01, -0.01, 0.00], [-0.05, -0.02, -0.03], [0.03, -0.05, 0.02], [0.13, -0.01, 0.29], [0.01, 0.01, -0.01], [0.01, 0.00, -0.01], [0.00, 0.00, 0.00], [0.01, 0.00, 0.01], [0.14, 0.02, 0.11], [0.00, -0.01, 0.00], [-0.01, 0.00, 0.02], [-0.54, 0.13, -0.91], [-0.03, -0.04, 0.01], [0.02, -0.09, 0.03], [0.00, 0.00, 0.00], [0.00, -0.01, 0.01], [0.00, 0.00, -0.01], [-0.04, 0.11, 0.32], [0.00, 0.01, 0.04], [0.15, 0.00, 0.02]],
  "mulliken_charge": [1.139, -0.594, 0.561, 1.075, -0.714, 0.075, 0.535, 1.570, 0.623, 0.453, -0.521, -0.490, 0.461, -0.724, -0.461, 0.425, -1.108, -0.737, 0.458, 0.498, -0.722, -0.752, -0.677, -0.204, -0.568, -0.913, -0.733, -0.285, 0.327, -0.686, 0.425, -0.832, 0.604, -0.055, 0.426, -0.418, 0.068, 0.406, -0.604, 0.589, -0.644, -0.278, 0.390, 0.516, 0.804, -0.425, 0.426, 0.525, -0.188, 0.408, -1.108, 0.406, -0.163, 0.338, -0.635, 0.166, -0.557, -0.822, 0.733, -0.380, -0.227, 0.579, -0.061, 0.585, -0.239, -0.722, -0.834, -0.815, 0.578, -0.197, 0.251, 0.478, -0.606, 2.496, 0.264, 1.293, 0.457, -0.154, -0.757, -0.221, -0.230, 0.648],
  "homo_ev": [-7.873, -7.901],
  "e_above_lowest_ev": 1.532,
  "orbital_gap_ev": [7.044, 6.936],
  "total_energy_ev": -122333.34217
}

=====

[2]
{
  "formula": "C17H22N4O5",
  "method": "ωB97M-V with the def2-TZVPD basis set",
  "elements": ["C", "H", "H", "H", "O", "C", "H", "H", "O", "C", "H", "H", "C", "C", "C", "C", "H", "H", "C", "C", "C", "H", "O", "C", "H", "N", "N", "C", "N", "H", "C", "C", "H", "H", "N", "H", "O", "H", "C", "H", "C", "O", "H", "C", "H", "H", "H", "H"],
  "coordinates": [[-1.68701, 8.66618, 1.85578], [4.96699, -3.69817, 1.38281], [-1.00493, -1.08342, -0.71567], [1.67927, 1.35787, -0.60116], [-1.86906, 3.46887, -1.82787], [-0.56230, 0.41204, 0.58753], [-0.92140, 9.33138, 1.45674], [4.80899, 0.87168, -3.20696], [0.70757, -2.88778, -0.50737], [-1.60709, 7.33143, 1.18158], [0.20883, 1.82244, -3.24519], [-1.30065, 6.17662, 2.97913], [4.66035, 1.93026, -2.96190], [-0.47068, 1.36940, -0.59183], [1.46208, -4.89951, 1.05754], [-1.41032, 6.15389, 1.90095], [1.25454, -5.17910, 0.02541], [-1.66560, -2.47941, 1.39710], [0.24858, -2.93708, 0.60157], [3.96571, -4.04346, 1.29022], [2.34298, 1.78163, -3.24799], [0.95556, 3.07292, -2.27019], [-0.27818, 0.75430, 1.71956], [1.02435, 2.01814, -2.54413], [-0.35894, -1.54505, 2.11314], [-1.72081, 7.30225, -0.14638], [-1.33314, 4.96843, 1.31336], [0.87082, 1.14731, -1.30462], [-0.94829, -0.85181, 0.26352], [-1.55448, 8.57868, 2.93284], [-1.66326, 6.11494, -0.73472], [-1.48659, 4.94608, -0.00534], [-1.76264, 6.07336, -1.81170], [4.78430, 2.51935, -3.87864], [-0.60834, 2.71723, -0.09062], [-2.65490, 9.12651, 1.65621], [0.51410, -3.90769, 1.48945], [2.39582, 2.37410, -4.17123], [-1.36979, 3.63136, -0.72570], [5.41284, 2.23682, -2.23855], [-0.73874, -1.94544, 1.17380], [3.39735, 2.14759, -2.38131], [1.29177, -5.75364, 1.70849], [2.83686, -4.42543, 1.18463], [-0.37020, 2.87441, 0.88045], [2.44549, 0.72246, -3.52849], [-1.29066, 1.19024, -1.29210], [0.95578, 0.09121, -1.58282]],
  "atomic_forces_ev_per_a": [[0.00, 0.00, 0.00], [0.00, 0.00, 0.00], [0.01, -0.01, 0.00], [0.00, 0.00, 0.00], [-0.01, 0.00, 0.00], [0.00, 0.01, 0.00], [0.00, 0.00, 0.00], [0.00, 0.00, 0.00], [0.00, 0.01, 0.00], [0.00, 0.00, 0.00], [0.00, 0.00, 0.00], [0.00, 0.01, 0.00], [0.00, 0.00, 0.00], [0.00, 0.01, 0.00], [0.01, -0.01, 0.00], [0.00, -0.01, 0.00], [0.00, 0.00, 0.00], [0.00, 0.01, 0.01], [-0.01, -0.03, 0.00], [0.00, 0.01, 0.01], [0.01, 0.00, 0.01], [0.00, 0.00, 0.00], [0.00, 0.00, 0.00], [0.00, 0.01, 0.00], [0.01, -0.01, 0.00], [0.00, 0.00, 0.00], [0.00, 0.00, 0.00], [0.00, 0.00, -0.02], [0.00, -0.02, -0.01], [0.00, 0.00, 0.00], [-0.18, -0.01, 0.02], [0.20, 0.01, 0.01], [0.00, -0.01, 0.00], [0.00, 0.00, 0.00], [-0.15, -0.07, 0.09], [0.00, 0.00, 0.00], [0.00, 0.01, 0.00], [0.00, 0.00, 0.00], [0.14, 0.08, -0.11], [0.00, 0.00, 0.00], [0.00, 0.02, 0.00], [0.00, 0.00, 0.00], [0.00, 0.00, 0.00], [0.00, 0.00, -0.02], [-0.01, 0.00, 0.00], [0.00, 0.00, 0.00], [0.00, 0.00, 0.00], [0.00, 0.00, 0.00]],
  "mulliken_charge": [-1.129, 0.406, 0.316, 0.261, -0.670, 0.336, 0.295, 0.317, -0.558, 0.735, 0.366, 0.337, -0.757, -0.109, -0.554, -0.337, 0.316, 0.341, 0.725, 0.111, -0.766, 0.195, -0.691, -0.453, 0.366, -0.589, -0.494, -0.716, -0.152, 0.331, -0.257, 0.591, 0.471, 0.293, -0.164, 0.283, -0.330, 0.471, 0.196, 0.237, -0.838, -0.286, 0.303, -0.346, 0.370, 0.384, 0.567, 0.279],
  "homo_ev": -9.458,
  "e_above_lowest_ev": 2.002,
  "orbital_gap_ev": 9.799,
  "total_energy_ev": -34182.96680
}

=====

Max |F|? In order: 1.068, 0.205 eV/Å.